1.
Here is a cluster of 8 separate species, C26H38N10O2 in total at a distorted geometry from OMol25. Energies are from the ωB97M-V functional and the def2-TZVPD basis.

CARTESIAN COORDINATES (ANGSTROEM)
C: 14.526 -9.582 13.584
O: 13.417 -9.326 13.981
N: 15.474 -8.754 13.236
N: 15.008 -10.752 13.213
H: 15.366 -7.751 13.282
H: 16.246 -9.151 12.720
H: 14.407 -11.560 13.280
H: 16.003 -10.804 13.046
C: 21.304 -8.838 4.036
O: 22.004 -8.520 4.933
N: 21.077 -10.038 3.637
N: 20.730 -7.940 3.231
H: 21.311 -10.684 4.377
H: 20.501 -10.247 2.835
H: 20.738 -6.948 3.422
H: 20.253 -8.353 2.442
N: 15.217 -14.924 4.417
C: 15.245 -13.962 5.384
C: 15.993 -12.911 4.923
C: 16.413 -13.252 3.610
C: 15.888 -14.486 3.296
H: 14.629 -15.745 4.440
H: 14.550 -14.091 6.201
H: 16.111 -11.916 5.327
H: 16.878 -12.521 2.966
H: 15.849 -15.048 2.375
N: 19.171 -2.711 -0.498
C: 18.483 -3.521 -1.424
C: 17.667 -4.352 -0.712
C: 17.783 -4.098 0.658
C: 18.779 -3.085 0.775
H: 19.704 -1.911 -0.809
H: 18.656 -3.292 -2.465
H: 16.959 -5.016 -1.185
H: 17.164 -4.573 1.405
H: 19.146 -2.634 1.685
N: 9.455 -8.890 8.547
C: 10.231 -9.093 9.673
C: 10.686 -7.833 9.982
C: 10.092 -6.869 9.217
C: 9.307 -7.564 8.314
H: 8.935 -9.570 8.010
H: 10.370 -10.014 10.219
H: 11.439 -7.635 10.730
H: 10.264 -5.818 9.393
H: 8.685 -7.142 7.539
N: 17.429 1.438 6.993
C: 17.958 0.872 5.869
C: 16.889 0.453 5.097
C: 15.703 0.644 5.784
C: 16.067 1.271 6.951
H: 17.955 1.945 7.691
H: 19.021 0.937 5.689
H: 16.857 0.015 4.110
H: 14.743 0.465 5.324
H: 15.361 1.674 7.662
N: 14.788 -5.723 7.840
C: 15.454 -5.034 6.814
C: 16.508 -5.779 6.295
C: 16.473 -6.974 6.969
C: 15.481 -6.892 7.898
H: 13.983 -5.343 8.318
H: 15.142 -4.009 6.673
H: 17.191 -5.496 5.508
H: 17.012 -7.904 6.876
H: 15.289 -7.615 8.678
N: 18.674 -4.187 10.509
C: 18.722 -2.836 10.266
C: 19.783 -2.345 11.063
C: 20.422 -3.342 11.664
C: 19.750 -4.568 11.337
H: 18.056 -4.879 10.111
H: 18.033 -2.419 9.548
H: 20.046 -1.297 11.081
H: 21.269 -3.138 12.302
H: 19.958 -5.613 11.513

Calculated values
Energy relative to the best compared isomer or geometry (same formula, charge and spin) = 106.3 kJ/mol
Structure (SMILES) = c1cc[nH]c1.c1cc[nH]c1.c1cc[nH]c1.c1cc[nH]c1.c1cc[nH]c1.c1cc[nH]c1.NC(N)=O.NC(N)=O
Orbital gap = 8.1 eV

=====

2.
Here is a cluster of 9 separate species, C26H39Br4N3O10 in total at a distorted geometry from OMol25. Energies are from the ωB97M-V functional and the def2-TZVPD basis.

CARTESIAN COORDINATES (ANGSTROEM)
Br: -1.091 0.755 -1.757
C: -0.283 0.070 -0.119
C: 0.459 1.105 0.638
Br: -0.674 2.539 1.243
H: 0.264 -0.850 -0.290
H: -1.129 -0.192 0.516
H: 1.280 1.469 0.018
H: 0.909 0.588 1.496
Br: 2.481 3.534 -1.898
C: 0.990 3.792 -3.127
C: -0.029 4.760 -2.596
Br: 0.493 6.609 -2.839
H: 0.517 2.814 -3.242
H: 1.304 4.101 -4.125
H: -0.117 4.554 -1.543
H: -0.961 4.595 -3.140
C: -4.349 2.786 0.632
O: -5.323 3.574 -0.076
H: -4.959 2.125 1.229
H: -3.697 2.366 -0.126
H: -3.694 3.377 1.280
H: -4.814 4.171 -0.618
C: -3.845 2.089 -3.934
O: -2.445 2.351 -4.212
H: -4.313 3.054 -3.931
H: -4.243 1.374 -4.669
H: -3.837 1.651 -2.936
H: -2.003 1.565 -4.562
C: -4.547 -0.686 -0.621
O: -5.557 -1.612 -0.994
H: -3.506 -1.018 -0.735
H: -4.524 0.116 -1.372
H: -4.794 -0.388 0.397
H: -5.263 -1.960 -1.864
C: -2.516 -2.834 -3.013
O: -3.878 -2.738 -3.401
H: -2.441 -2.840 -1.926
H: -2.118 -3.794 -3.305
H: -1.955 -1.974 -3.304
H: -3.971 -2.464 -4.313
C: 1.372 -1.055 4.205
C: 0.663 -2.039 3.480
C: -0.657 -1.881 3.082
C: -1.268 -0.665 3.446
C: -0.607 0.343 4.132
C: 0.697 0.117 4.508
N: -2.695 -0.487 3.086
O: -3.238 0.574 3.346
O: -3.255 -1.335 2.437
H: 2.421 -1.108 4.442
H: 1.179 -2.963 3.295
H: -1.110 -2.684 2.507
H: -1.136 1.241 4.375
H: 1.241 0.916 4.977
C: 7.287 3.571 4.234
C: 6.667 2.426 4.739
C: 5.549 1.919 4.107
C: 5.010 2.539 2.990
C: 5.536 3.694 2.564
C: 6.700 4.202 3.167
N: 3.823 1.944 2.314
O: 3.226 1.039 2.883
O: 3.539 2.434 1.231
H: 8.181 3.982 4.639
H: 7.026 1.908 5.627
H: 5.036 1.032 4.441
H: 5.169 4.157 1.657
H: 7.107 5.146 2.820
C: 2.144 -6.419 -3.529
C: 0.962 -7.034 -3.055
C: 0.189 -6.375 -2.121
C: 0.594 -5.157 -1.675
C: 1.782 -4.575 -2.072
C: 2.612 -5.217 -2.983
N: -0.352 -4.399 -0.791
O: -1.405 -4.902 -0.459
O: -0.007 -3.284 -0.477
H: 2.713 -6.981 -4.269
H: 0.672 -8.013 -3.397
H: -0.729 -6.815 -1.733
H: 2.055 -3.610 -1.659
H: 3.484 -4.721 -3.367

Calculated values
Structure (SMILES) = O=[N+]([O-])c1ccccc1.O=[N+]([O-])c1ccccc1.O=[N+]([O-])c1ccccc1.BrCCBr.BrCCBr.CO.CO.CO.CO
Orbital gap = 8.3 eV

=====

3.
Here is a cluster of 4 separate species, C26H39BrN5O4S in total from OMol25. Energies are from the ωB97M-V functional and the def2-TZVPD basis.

CARTESIAN COORDINATES (ANGSTROEM)
C: -2.291 1.026 -1.404
S: -0.836 1.092 -0.386
O: -1.208 0.911 0.987
O: -0.047 2.216 -0.793
C: 0.085 -0.441 -0.734
C: -0.754 -1.671 -0.423
Br: -0.420 -2.348 1.354
C: -0.415 -2.706 -1.524
C: 0.748 -2.126 -2.334
C: 2.167 -2.583 -2.015
C: 2.698 -2.557 -0.558
C: 4.011 -1.783 -0.273
C: 3.911 -0.854 0.940
N: 4.736 0.340 0.900
C: 4.752 1.253 1.927
C: 5.605 2.278 1.592
C: 6.143 1.973 0.326
C: 5.597 0.772 -0.077
N: 0.431 -0.644 -2.184
C: 1.305 0.334 -2.899
O: 2.132 0.841 -1.924
O: 3.146 1.492 -2.699
H: -2.290 0.135 -2.025
H: -3.134 0.967 -0.727
H: -2.306 1.939 -1.982
H: 0.957 -0.342 -0.106
H: -1.814 -1.459 -0.436
H: -0.231 -3.694 -1.130
H: -1.267 -2.765 -2.197
H: 0.604 -2.321 -3.393
H: 2.859 -2.067 -2.675
H: 2.169 -3.616 -2.349
H: 2.881 -3.592 -0.297
H: 1.937 -2.232 0.137
H: 4.354 -1.243 -1.145
H: 4.781 -2.519 -0.063
H: 2.874 -0.541 1.053
H: 4.165 -1.392 1.848
H: 4.175 1.127 2.823
H: 5.824 3.146 2.183
H: 6.856 2.565 -0.216
H: 5.778 0.230 -0.977
H: -0.488 -0.548 -2.618
H: 1.891 -0.212 -3.635
H: 0.690 1.065 -3.417
H: 3.277 2.289 -2.158
N: -6.521 3.174 -1.993
C: -5.528 4.111 -1.895
C: -4.851 3.882 -0.728
C: -5.461 2.757 -0.102
C: -6.490 2.345 -0.910
H: -7.182 3.113 -2.745
H: -5.394 4.861 -2.655
H: -4.019 4.457 -0.357
H: -5.177 2.304 0.836
H: -7.198 1.542 -0.801
N: 4.129 -5.567 1.153
C: 4.630 -6.811 0.880
C: 3.574 -7.668 0.739
C: 2.385 -6.914 0.937
C: 2.759 -5.621 1.187
H: 4.685 -4.749 1.317
H: 5.691 -6.981 0.814
H: 3.643 -8.720 0.525
H: 1.374 -7.282 0.903
H: 2.171 -4.744 1.399
N: -6.248 4.412 2.800
C: -7.207 5.365 3.003
C: -6.968 5.949 4.217
C: -5.817 5.323 4.769
C: -5.397 4.380 3.871
H: -6.178 3.825 1.988
H: -7.973 5.547 2.269
H: -7.551 6.738 4.662
H: -5.353 5.542 5.716
H: -4.568 3.693 3.903

Calculated values
Orbital gap = 6.2 eV
Net charge = +1

=====

4.
Here is a cluster of 6 separate species, C26H39F15NO13P in total at a distorted geometry from OMol25. Energies are from the ωB97M-V functional and the def2-TZVPD basis.

CARTESIAN COORDINATES (ANGSTROEM)
C: 1.138 3.235 1.981
C: 0.024 3.743 1.051
C: 0.559 4.232 -0.302
C: -1.142 2.767 0.948
C: -0.921 1.548 0.035
N: 0.499 1.169 -0.123
C: 0.775 -0.127 0.300
O: 0.062 -1.039 0.315
O: 2.094 -0.272 0.714
P: 2.261 -0.651 2.290
O: 2.763 -1.994 2.484
H: 1.885 2.668 1.454
H: 0.667 2.661 2.767
H: 1.556 4.098 2.474
H: -0.368 4.618 1.549
H: 0.133 5.188 -0.543
H: 1.615 4.419 -0.180
H: 0.398 3.534 -1.102
H: -1.341 2.394 1.944
H: -2.036 3.269 0.614
H: -1.550 0.742 0.385
H: -1.297 1.807 -0.943
H: 0.707 1.185 -1.113
H: 3.139 0.336 2.764
H: 1.004 -0.470 2.890
C: 3.994 -4.128 0.582
C: 4.535 -3.579 -0.718
O: 5.179 -4.599 -1.517
C: 4.382 -5.431 -2.163
O: 3.187 -5.421 -2.168
C: 5.226 -6.429 -2.968
F: 6.194 -6.979 -2.212
F: 5.818 -5.819 -4.009
F: 4.475 -7.418 -3.452
H: 4.788 -4.625 1.144
H: 3.577 -3.320 1.191
H: 3.212 -4.866 0.407
H: 5.307 -2.840 -0.515
H: 3.758 -3.090 -1.306
C: -3.928 -3.209 2.392
C: -3.123 -1.945 2.182
O: -3.912 -0.761 2.425
C: -4.140 -0.454 3.693
O: -3.754 -1.050 4.652
C: -4.963 0.840 3.766
F: -6.030 0.792 2.953
F: -4.215 1.896 3.399
F: -5.400 1.064 5.005
H: -4.824 -3.195 1.770
H: -3.332 -4.084 2.135
H: -4.253 -3.307 3.426
H: -2.802 -1.878 1.145
H: -2.227 -1.928 2.802
C: -0.796 9.130 -4.756
C: -2.251 8.712 -4.745
O: -2.405 7.321 -4.400
C: -2.264 7.016 -3.120
O: -2.032 7.774 -2.227
C: -2.479 5.509 -2.922
F: -1.758 4.788 -3.797
F: -3.771 5.187 -3.097
F: -2.122 5.134 -1.692
H: -0.223 8.490 -5.427
H: -0.702 10.164 -5.085
H: -0.351 9.045 -3.766
H: -2.675 8.816 -5.741
H: -2.845 9.328 -4.070
C: 8.409 -9.018 -1.331
C: 9.534 -9.160 -2.333
O: 10.531 -8.133 -2.166
C: 11.365 -8.285 -1.148
O: 11.377 -9.187 -0.367
C: 12.370 -7.124 -1.127
F: 11.748 -5.939 -1.231
F: 13.230 -7.233 -2.154
F: 13.073 -7.125 0.005
H: 7.972 -8.027 -1.392
H: 7.634 -9.761 -1.521
H: 8.766 -9.151 -0.311
H: 9.149 -9.034 -3.343
H: 10.003 -10.143 -2.282
C: -8.369 2.499 3.189
C: -9.664 3.231 3.466
O: -10.060 4.057 2.353
C: -10.590 3.426 1.315
O: -10.778 2.251 1.217
C: -10.974 4.446 0.233
F: -9.962 5.291 -0.021
F: -12.032 5.173 0.631
F: -11.297 3.832 -0.904
H: -7.584 3.206 2.920
H: -8.054 1.938 4.066
H: -8.475 1.803 2.359
H: -9.534 3.912 4.304
H: -10.471 2.546 3.724

Calculated values
Structure (SMILES) = CC(C)CCNC(=O)O[PH2]=O.CCOC(=O)C(F)(F)F.CCOC(=O)C(F)(F)F.CCOC(=O)C(F)(F)F.CCOC(=O)C(F)(F)F.CCOC(=O)C(F)(F)F
Orbital gap = 10.7 eV

=====

5.
Here is a structure of composition C26H39N10O3SSi2Ti at a distorted geometry from OMol25. Energies are from the ωB97M-V functional and the def2-TZVPD basis.

CARTESIAN COORDINATES (ANGSTROEM)
Ti: -0.640 0.133 -0.177
C: -1.415 2.032 1.273
C: -1.025 3.283 0.660
C: 0.163 3.702 1.221
C: 0.540 2.778 2.238
C: -0.409 1.780 2.299
C: -0.432 0.681 3.325
C: 1.763 2.929 3.097
C: 0.950 4.923 0.854
C: -1.909 4.133 -0.213
C: -2.898 1.849 1.585
H: -0.008 -0.260 2.956
H: -1.449 0.465 3.650
H: 0.144 0.980 4.204
H: 1.999 1.999 3.615
H: 1.619 3.712 3.853
H: 2.636 3.193 2.497
H: 1.956 4.651 0.515
H: 1.062 5.592 1.716
H: 0.460 5.481 0.053
H: -2.863 3.639 -0.396
H: -1.458 4.361 -1.183
H: -2.124 5.087 0.284
H: -3.069 1.051 2.303
H: -3.504 1.633 0.700
H: -3.295 2.773 2.029
N: 1.684 -1.874 1.318
C: 2.061 -0.590 0.991
N: 3.247 -0.078 1.257
N: 3.200 1.160 0.724
N: 2.057 1.381 0.185
N: 1.274 0.287 0.337
C: 0.733 -2.515 0.555
N: 0.581 -3.825 0.451
N: -0.433 -3.972 -0.415
N: -0.855 -2.821 -0.821
N: -0.120 -1.855 -0.229
H: 2.395 -2.454 1.726
O: -2.438 -0.065 -0.834
C: -2.797 -0.844 0.093
N: -2.020 -0.887 1.179
S: -2.593 -1.973 2.252
O: -1.639 -3.003 2.547
O: -3.184 -1.324 3.401
C: -3.940 -2.540 1.234
C: -4.908 -3.484 1.468
C: -5.904 -3.658 0.512
C: -5.904 -2.876 -0.642
C: -4.926 -1.924 -0.865
C: -3.931 -1.753 0.089
H: -4.890 -4.076 2.375
H: -6.672 -4.404 0.662
H: -6.682 -3.019 -1.381
H: -4.922 -1.317 -1.761
C: -2.349 2.148 -2.952
Si: -0.494 1.747 -3.120
C: -0.269 1.900 -5.025
C: 0.600 3.120 -2.415
C: -0.053 0.114 -2.344
Si: 1.553 -0.593 -2.969
C: 3.035 0.602 -2.929
C: 1.421 -1.091 -4.824
C: 2.204 -2.217 -2.222
H: -2.611 3.101 -3.419
H: -2.642 2.179 -1.903
H: -2.940 1.359 -3.428
H: -0.703 2.835 -5.393
H: -0.758 1.074 -5.549
H: 0.789 1.892 -5.302
H: 0.311 4.118 -2.762
H: 1.639 2.951 -2.709
H: 0.574 3.099 -1.326
H: -0.829 -0.617 -2.623
H: 2.992 1.320 -3.754
H: 3.972 0.046 -3.020
H: 3.066 1.165 -1.996
H: 1.252 -0.225 -5.466
H: 0.588 -1.785 -4.978
H: 2.336 -1.587 -5.164
H: 2.634 -2.072 -1.229
H: 2.988 -2.633 -2.861
H: 1.411 -2.965 -2.142

Calculated values
Energy relative to the best compared isomer or geometry (same formula, charge and spin) = 45.6 kJ/mol
Orbital gap (alpha / beta) = 5.5 / 5.5 eV
2S+1 = 2
Net charge = -2
⟨S²⟩ = 0.7535

=====

6.
Here is a structure of composition C26H40AsBaN5O6PS2 from OMol25. Energies are from the ωB97M-V functional and the def2-TZVPD basis.

CARTESIAN COORDINATES (ANGSTROEM)
Ba: -0.601 -1.523 -1.110
S: 2.468 -1.717 -0.212
C: 3.393 -0.278 -0.636
C: 4.687 -0.155 -0.098
C: 5.521 0.913 -0.382
C: 5.081 1.914 -1.240
C: 3.806 1.827 -1.773
C: 2.932 0.767 -1.484
S: 1.334 0.805 -2.231
H: 5.029 -0.946 0.557
H: 6.511 0.957 0.058
H: 5.717 2.756 -1.487
H: 3.444 2.605 -2.436
O: -6.818 -3.641 -1.842
C: -6.370 -3.322 -3.032
O: -7.016 -3.494 -4.044
C: -5.060 -2.611 -3.098
C: -4.570 -2.101 -4.276
N: -3.402 -1.506 -3.989
N: -3.081 -1.604 -2.693
C: -4.073 -2.276 -2.128
C: -3.994 -2.622 -0.651
O: -5.045 -3.031 -0.116
O: -2.878 -2.472 -0.108
H: -6.150 -3.361 -1.120
H: -4.987 -2.131 -5.268
H: -2.744 -1.082 -4.617
O: -0.895 -0.019 1.011
P: -0.581 0.873 2.158
N: -2.001 1.557 2.696
C: -2.000 2.416 3.888
C: -2.756 1.631 4.990
C: -3.158 0.306 4.324
C: -3.148 0.648 2.835
N: 0.373 2.193 1.924
C: 1.819 1.957 1.694
C: 2.303 3.308 1.201
C: 1.166 3.754 0.284
C: -0.107 3.218 0.958
N: 0.199 -0.003 3.316
C: 0.827 0.501 4.528
C: 2.144 -0.287 4.630
C: 1.914 -1.568 3.800
C: 0.504 -1.429 3.206
H: -2.516 3.353 3.662
H: -0.980 2.671 4.171
H: -3.641 2.185 5.306
H: -2.137 1.476 5.874
H: -4.123 -0.068 4.668
H: -2.408 -0.464 4.518
H: -4.061 1.182 2.556
H: -3.043 -0.212 2.176
H: 1.984 1.186 0.939
H: 2.304 1.646 2.619
H: 3.257 3.225 0.683
H: 2.415 3.995 2.045
H: 1.283 3.287 -0.696
H: 1.127 4.836 0.154
H: -0.778 2.778 0.218
H: -0.656 3.995 1.494
H: 0.193 0.290 5.401
H: 0.974 1.580 4.473
H: 2.404 -0.495 5.668
H: 2.960 0.294 4.201
H: 1.993 -2.468 4.409
H: 2.638 -1.642 2.989
H: -0.223 -2.018 3.779
H: 0.469 -1.742 2.166
C: 0.553 0.074 -5.353
As: 1.174 -1.600 -4.626
C: 3.003 -1.553 -4.056
C: 1.177 -2.760 -6.178
O: 0.105 -2.285 -3.565
H: 1.400 0.676 -5.674
H: 0.028 0.620 -4.575
H: -0.096 -0.146 -6.203
H: 3.539 -0.790 -4.618
H: 3.431 -2.538 -4.246
H: 3.029 -1.330 -2.993
H: 1.829 -2.391 -6.971
H: 0.153 -2.829 -6.543
H: 1.506 -3.748 -5.861

Calculated values
Energy relative to the best compared isomer or geometry (same formula, charge and spin) = 45.6 kJ/mol
Orbital gap = 5.8 eV
Net charge = -1

=====

For the records above, the corresponding DFT total energy values read -46571.1632; -332699.5180; -124100.9998; -105755.5306; -98347.8258; -139847.9619 eV.